# 1
Entry from the OMol25 dataset: a single C3H6N2S molecule (the ωB97M-V functional and the def2-TZVPD basis).

Output
**Structure (SMILES)**: C/N=C(/N)C=S
**Frontier orbital gap**: 7.3 eV

Positions of all 12 atoms, in Å:
C 1.65 -0.81 0.06
C -0.30 0.43 0.09
C -1.20 -0.72 -0.11
H 2.78 -0.65 0.08
H 1.47 -1.37 -0.86
H 1.07 -1.29 0.97
H -0.08 2.34 0.00
H -1.84 2.03 0.17
H -0.90 -1.85 -0.25
N 1.02 0.51 -0.09
N -0.88 1.74 -0.06
S -2.80 -0.36 0.01

***

# 2
Entry from the OMol25 dataset: 2 unconnected molecules or ions with the total composition C3H6N2S (the ωB97M-V functional and the def2-TZVPD basis).

Output
**Frontier orbital gap (alpha / beta)**: 8.6 / 7.1 eV

Positions of all 12 atoms, in Å:
C 0.06 -0.97 -1.40
C -0.98 0.06 -1.72
C 0.97 0.80 1.97
N 1.07 -0.57 -0.73
N 1.15 0.70 -0.46
S -0.19 1.57 -1.06
H -0.01 -1.99 -1.73
H -1.17 0.19 -2.78
H -1.93 -0.14 -1.21
H 1.25 1.83 1.98
H -0.06 0.53 2.04
H 1.71 0.05 2.14

***

# 3
Entry from the OMol25 dataset: a single C3H6N2S molecule (the ωB97M-V functional and the def2-TZVPD basis).

Output
**Structure (SMILES)**: [H]/N=C\N(C)C=S
**Frontier orbital gap**: 8.2 eV

Positions of all 12 atoms, in Å:
C 1.77 -0.48 -0.58
C -0.28 1.04 -1.01
C 0.05 -0.74 0.72
H 1.93 -1.28 0.20
H 1.75 -1.21 -1.48
H 2.50 0.21 -0.53
H -0.91 1.70 -0.30
H 1.06 0.87 -2.46
H 0.70 -1.68 1.12
N 0.46 0.03 -0.31
N 0.11 1.23 -2.34
S -1.26 -0.40 1.70

***

# 4
Entry from the OMol25 dataset: a single C3H6N2S molecule (the ωB97M-V functional and the def2-TZVPD basis).

Output
**Structure (SMILES)**: N[C@H]1C=NSC1
**Frontier orbital gap**: 9.5 eV

Positions of all 12 atoms, in Å:
C -0.71 0.16 -0.73
C 0.49 1.04 -0.31
C -0.50 -1.22 -0.07
H -1.59 -0.62 -2.39
H -0.92 0.88 -2.59
H -1.71 0.59 -0.36
H 0.34 2.16 -0.38
H 1.41 0.84 -0.91
H -0.86 -2.09 -0.55
N -0.75 -0.02 -2.19
N 0.24 -1.22 0.97
S 0.70 0.44 1.40

***

# 5
Entry from the OMol25 dataset: a single C3H6N2S molecule (the ωB97M-V functional and the def2-TZVPD basis).

Output
**Structure (SMILES)**: [H]/N=C\NC(C)=S
**Frontier orbital gap**: 8.9 eV

Positions of all 12 atoms, in Å:
C -1.35 -0.28 -0.02
C -0.52 0.78 0.58
C 1.55 -0.32 -0.33
H -0.94 -1.25 0.19
H -2.37 -0.28 0.46
H -1.54 -0.09 -1.09
H 1.39 1.17 1.12
H 2.60 -0.27 -0.02
H 0.18 -1.11 -1.41
N 0.84 0.60 0.43
N 1.18 -1.04 -1.31
S -1.03 2.09 1.41

***

# 6
Entry from the OMol25 dataset: a single C3H6N2S molecule (the ωB97M-V functional and the def2-TZVPD basis).

Output
**Structure (SMILES)**: S[C@H]1C=NNC1
**Frontier orbital gap**: 9.6 eV

Positions of all 12 atoms, in Å:
C -0.78 -0.10 0.59
C 0.35 1.04 0.11
C 0.14 -1.20 0.12
H -1.91 0.05 -1.43
H -0.78 -0.25 1.67
H 0.01 1.49 -0.92
H 0.41 1.93 0.68
H 2.15 0.52 -0.79
H -0.24 -2.27 0.18
N 1.70 0.20 0.01
N 1.41 -1.18 -0.14
S -2.45 -0.23 -0.07

***

# 7
Entry from the OMol25 dataset: a single C3H6N2S2 molecule (the ωB97M-V functional and the def2-TZVPD basis).

Output
**Structure (SMILES)**: C=NS/C(C)=N/S
**Frontier orbital gap**: 8.9 eV

Positions of all 13 atoms, in Å:
C 0.68 -0.61 -1.96
C 0.19 -0.20 -0.60
C -0.05 1.68 2.29
H 1.43 0.25 -2.08
H 1.51 -1.48 -1.68
H -0.18 -1.09 -2.69
H -0.69 0.54 2.38
H -0.11 2.47 3.07
H -2.04 -2.43 0.69
N 0.73 2.01 1.32
N -0.77 -0.58 0.02
S 1.05 1.22 -0.06
S -1.74 -1.77 -0.69

***

# 8
Entry from the OMol25 dataset: a single C3H6N2S2 molecule (the ωB97M-V functional and the def2-TZVPD basis).

Output
**Frontier orbital gap (alpha / beta)**: 9.0 / 5.9 eV

Positions of all 13 atoms, in Å:
C -0.12 0.43 0.59
C 0.56 1.45 1.50
C 0.65 0.42 -0.81
N -0.95 -0.40 0.97
N -0.44 -1.77 -1.66
S 2.00 0.50 2.07
S -0.32 -0.26 -2.08
H 1.00 2.26 0.91
H -0.05 1.80 2.37
H 0.93 1.47 -1.16
H 1.54 -0.15 -0.56
H -1.34 -0.98 0.24
H -1.16 -2.21 -2.21

***

# 9
Entry from the OMol25 dataset: a single C3H6N2S3 molecule (the ωB97M-V functional and the def2-TZVPD basis).

Output
**Structure (SMILES)**: [S-][N+]1=CCN(S)[C@@H]1S
**Frontier orbital gap (alpha / beta)**: 7.9 / 6.8 eV

Positions of all 14 atoms, in Å:
C -0.45 -1.52 0.01
C 0.91 -1.11 0.10
C -0.47 0.85 -0.20
N 0.91 0.43 0.02
N -1.25 -0.29 -0.31
S -2.93 -0.35 -0.55
S -1.15 1.99 1.27
S 1.99 0.96 -1.22
H -0.90 -2.50 -0.19
H 1.54 -1.54 0.97
H 1.42 -1.47 -0.74
H -0.72 1.57 -0.92
H -1.53 1.19 2.22
H 2.62 1.80 -0.45

***

# 10
Entry from the OMol25 dataset: 2 unconnected molecules or ions with the total composition C3H6N2S3 (the ωB97M-V functional and the def2-TZVPD basis).

Output
**Frontier orbital gap (alpha / beta)**: 4.9 / 8.4 eV
**2S+1**: 3

Positions of all 14 atoms, in Å:
C -2.41 0.26 0.06
C 0.97 -1.78 1.52
C 0.29 1.86 -1.25
N 1.05 -1.41 0.32
N 1.00 -0.29 -0.28
S -2.36 1.25 1.26
S -2.37 -0.78 -1.07
S 0.76 1.20 0.37
H 0.48 -1.13 2.28
H 0.79 -2.78 1.78
H -0.23 2.75 -1.18
H -0.50 1.14 -1.67
H 1.24 1.94 -1.92
H 1.30 -2.23 -0.23

***

# 11
Entry from the OMol25 dataset: a gas-phase ion, C3H6N3 (charge +1) (the ωB97M-V functional and the def2-TZVPD basis).

Output
**Frontier orbital gap (alpha / beta)**: 9.0 / 9.0 eV
**Charge**: +1

Positions of all 12 atoms, in Å:
C -1.63 0.21 -0.93
C -0.42 -0.18 -1.69
C 0.63 0.29 0.17
N -1.37 0.51 0.30
N 0.61 -0.30 -1.01
N 1.13 -0.34 1.42
H -2.66 0.04 -1.11
H -0.61 -0.34 -2.70
H 0.76 1.37 0.13
H 1.66 0.42 2.04
H 1.71 -1.19 1.41
H 0.19 -0.49 1.95

***

# 12
Entry from the OMol25 dataset: 2 unconnected molecules or ions with the total composition C3H6N3O (the ωB97M-V functional and the def2-TZVPD basis).

Output
**Frontier orbital gap**: 10.7 eV
**Charge**: +1

Positions of all 13 atoms, in Å:
C -0.30 1.77 0.04
C 2.07 -1.54 0.29
C -1.41 -0.09 0.37
N -1.42 1.34 0.49
N 0.52 0.69 -0.58
N -0.31 -0.51 -0.59
O 3.03 -2.01 0.61
H 0.23 2.67 0.07
H 1.45 0.54 -0.38
H -1.23 -0.57 1.44
H -2.39 -0.43 0.09
H 0.44 -1.26 -0.30
H -0.68 -0.60 -1.55

***

# 13
Entry from the OMol25 dataset: a single C3H6N3P molecule (the ωB97M-V functional and the def2-TZVPD basis).

Output
**Frontier orbital gap**: 8.1 eV

Positions of all 13 atoms, in Å:
C -0.98 0.70 -0.52
C -0.60 -1.10 -1.71
C 0.27 1.18 1.47
N -1.16 -0.01 -1.62
N 0.40 -0.88 0.30
N -0.09 0.22 0.43
P -0.51 -2.58 -2.61
H -1.46 1.69 -0.39
H 0.20 0.67 2.45
H 1.39 1.42 1.44
H -0.25 2.12 1.23
H -1.39 -3.30 -1.92
H 0.51 -2.90 -1.90

***

# 14
Entry from the OMol25 dataset: a single C3H6N3PS molecule (the ωB97M-V functional and the def2-TZVPD basis).

Output
**Frontier orbital gap**: 8.1 eV

Positions of all 14 atoms, in Å:
C -1.10 -0.69 -0.25
C 1.88 0.84 0.14
C 0.84 0.76 1.29
N 1.73 0.22 -0.96
N 1.52 -0.35 -1.91
N -1.97 -1.77 -0.54
P -0.04 -0.85 1.10
S -1.29 0.72 -1.26
H -1.05 1.70 -0.28
H 2.87 1.33 0.37
H 1.29 0.71 2.31
H 0.09 1.55 1.24
H -2.02 -2.63 -0.01
H -2.74 -1.54 -1.26

***

# 15
Entry from the OMol25 dataset: a single C3H6N4 molecule (the ωB97M-V functional and the def2-TZVPD basis).

Output
**Structure (SMILES)**: [H]/N=C1\CN=CN1N
**Frontier orbital gap**: 9.7 eV

Positions of all 13 atoms, in Å:
C -0.15 -1.55 -0.10
C 1.51 -0.17 0.05
C 0.39 0.83 -0.16
H -2.84 0.56 -0.47
H -2.12 0.05 1.14
H -0.83 -2.32 -0.11
H 2.02 -0.39 -1.04
H 2.41 0.37 0.57
H 1.08 2.52 0.00
N -2.15 -0.18 0.16
N -0.64 -0.31 -0.38
N 1.13 -1.48 0.26
N 0.19 2.08 0.09

***

# 16
Entry from the OMol25 dataset: a single C3H6N4 molecule (the ωB97M-V functional and the def2-TZVPD basis).

Output
**Frontier orbital gap**: 8.3 eV

Positions of all 13 atoms, in Å:
C -1.08 -0.81 0.00
C -3.03 0.60 0.21
C 0.30 -0.29 0.12
N -2.15 -0.17 -0.08
N 0.51 0.98 0.11
N 1.27 -1.29 0.20
N 1.83 1.39 0.08
H -1.30 -1.84 -0.34
H -3.60 1.26 -0.56
H 1.21 -2.26 0.40
H 2.07 -0.85 0.63
H 1.78 2.38 -0.12
H 2.21 0.90 -0.63

***

# 17
Entry from the OMol25 dataset: 2 unconnected molecules or ions with the total composition C3H6N4 (the ωB97M-V functional and the def2-TZVPD basis).

Output
**Structure (SMILES)**: C=C/N=N/N.C#N
**Frontier orbital gap**: 9.4 eV

Positions of all 13 atoms, in Å:
C -0.94 1.64 -3.10
C -0.52 -1.37 1.45
C -0.84 -0.51 2.46
N -1.76 0.99 -2.64
N 0.59 -1.08 0.62
N 0.63 0.03 0.05
N 1.78 0.33 -0.61
H -0.06 2.01 -3.51
H -0.73 -2.49 1.67
H -0.72 0.63 2.39
H -1.54 -0.64 3.36
H 1.65 0.86 -1.48
H 2.46 -0.39 -0.67

***

# 18
Entry from the OMol25 dataset: 2 unconnected molecules or ions with the total composition C3H6N4O (the ωB97M-V functional and the def2-TZVPD basis).

Output
**Structure (SMILES)**: Cc1nn[nH]n1.C=O
**Frontier orbital gap**: 10.9 eV

Positions of all 14 atoms, in Å:
C -0.09 0.18 -0.76
C 1.29 0.57 -1.19
C 0.64 -1.14 1.87
N -0.93 1.16 -0.76
N -0.72 -0.95 -0.36
N -2.03 0.68 -0.29
N -1.94 -0.61 -0.11
O 1.46 -0.33 1.49
H 1.25 1.64 -1.33
H 1.67 0.10 -2.11
H 1.90 0.31 -0.33
H 0.89 -2.07 2.27
H -2.87 1.24 -0.19
H -0.51 -0.77 1.81

***

# 19
Entry from the OMol25 dataset: a molecular structure, C3H6N4O (the ωB97M-V functional and the def2-TZVPD basis).

Output
**Frontier orbital gap**: 8.1 eV

Positions of all 14 atoms, in Å:
C 2.18 0.52 -0.12
C -0.10 1.16 0.07
C -1.95 -0.25 0.19
H 1.27 -1.44 -0.37
H 2.58 1.49 0.34
H 3.89 -0.71 -0.12
H 0.38 2.24 0.21
H -1.06 -1.14 0.82
H -3.25 -1.44 -0.06
N 0.72 0.22 0.08
N 2.68 -0.61 -0.38
N -1.48 1.13 0.01
N -3.10 -0.51 -0.45
O 0.47 -1.14 0.44

***

# 20
Entry from the OMol25 dataset: a single C3H6N4O molecule (the ωB97M-V functional and the def2-TZVPD basis).

Output
**Frontier orbital gap (alpha / beta)**: 7.7 / 7.7 eV

Positions of all 14 atoms, in Å:
C 0.91 1.39 -0.31
C -0.19 0.46 -0.09
C 0.72 -1.86 -0.35
N -1.42 0.91 0.06
N -2.21 0.02 0.43
N -1.59 -1.19 0.21
N -0.25 -0.96 0.00
O 0.91 2.17 0.90
H 1.94 1.00 -0.32
H 0.79 1.99 -1.16
H 0.57 -2.86 -0.39
H 1.68 -1.42 -0.50
H 0.12 2.43 1.03
H -1.97 -2.06 0.50

***

These records have total energy values of -625.52218; -625.44596; -625.48519; -625.56992; -625.58703; -625.50100; -1023.63538; -1023.66999; -1421.84148; -1421.76290; -281.79730; -357.07658; -623.33854; -1021.59975; -336.78886; -336.79414; -336.79084; -412.08191; -411.89531; -411.99018 hartree, in the order they appear.
These records have max |F| values of 5.0; 2.0; 6.6; 3.2; 2.4; 5.8; 5.3; 2.9; 7.0; 9.6; 4.6; 4.8; 3.8; 3.3; 7.2; 4.2; 3.4; 5.3; 10.7; 9.7 eV/Å, in the order they appear.
These records have energy relative to the best compared isomer or geometry (same formula, charge and spin) values of 62.6; 110.4; 85.8; 32.7; 21.9; 75.9; 105.1; 83.4; 98.5; 31.4; 75.7; 50.3; 125.7; 16.8; 100.6; 97.3; 99.4; 79.7; 196.8; 137.3 kcal per mole, in the order they appear.